(1)
The following is a DFT calculation (the ωB97M-V functional and the def2-TZVPD basis) of a structure of composition C20H34Br3CaCl2F4KMgN4O7.

Computed properties:
HOMO level   -5.527 eV
LUMO energy   -0.149 Ha

Atoms and positions in Å:
C (0.805, -3.717, 0.071)
C (1.827, -3.173, -0.934)
Cl (1.701, -4.273, -2.411)
C (1.573, -1.733, -1.464)
C (0.913, -0.742, -0.469)
N (-0.400, -0.260, -0.944)
C (-1.398, -1.344, -1.045)
C (-2.317, -1.716, 0.143)
C (-3.280, -2.781, -0.095)
N (-3.447, -3.474, -1.221)
C (-2.644, -3.145, -2.254)
C (-1.620, -2.160, -2.311)
C (1.857, 0.574, -0.424)
O (1.711, 1.408, -1.405)
O (2.635, 0.734, 0.497)
H (-0.221, -3.763, -0.312)
H (1.128, -4.741, 0.330)
H (0.850, -3.162, 1.023)
H (2.867, -3.280, -0.606)
H (1.003, -1.720, -2.404)
H (2.560, -1.319, -1.732)
H (0.853, -1.088, 0.572)
H (-0.763, 0.494, -0.312)
H (-2.255, -1.203, 1.105)
H (-3.924, -3.032, 0.758)
H (-2.800, -3.719, -3.176)
H (-1.035, -2.010, -3.248)
Mg (-0.156, 2.376, -0.214)
F (-5.765, -3.871, -0.065)
N (-6.924, -5.099, -2.217)
H (-7.704, -4.785, -1.637)
H (-6.743, -6.085, -2.034)
H (-7.151, -4.971, -3.202)
H (-6.074, -4.539, -1.963)
C (4.732, 4.622, 0.025)
C (4.543, 5.919, -0.748)
O (3.397, 6.665, -0.356)
C (3.478, 7.482, 0.817)
O (4.497, 8.269, 0.806)
C (3.367, 6.671, 2.151)
F (2.501, 5.653, 2.028)
F (2.877, 7.464, 3.113)
F (4.510, 6.159, 2.604)
H (3.779, 4.119, 0.191)
H (5.396, 3.952, -0.524)
H (5.193, 4.798, 0.993)
H (4.365, 5.655, -1.793)
H (5.450, 6.528, -0.747)
H (2.464, 7.980, 0.786)
C (-2.542, -7.357, -0.974)
Br (-4.336, -6.648, -1.134)
Br (-1.301, -6.501, -2.175)
Br (-1.917, -7.289, 0.844)
H (-2.595, -8.398, -1.262)
Cl (1.893, 9.337, 2.999)
Ca (-1.552, -0.212, -3.962)
O (6.654, 8.022, -2.878)
C (6.033, 8.972, -2.369)
C (5.015, 9.739, -3.635)
O (4.431, 10.685, -3.103)
H (6.637, 9.797, -1.949)
H (5.338, 8.742, -1.539)
H (4.420, 8.891, -4.020)
H (5.740, 9.946, -4.444)
K (-3.425, 0.328, -1.198)
C (-3.313, -5.466, 3.222)
C (-3.800, -4.149, 3.779)
O (-3.962, -3.165, 3.073)
N (-4.056, -4.081, 5.112)
C (-3.926, -5.129, 6.106)
H (-3.158, -5.361, 2.157)
H (-2.365, -5.744, 3.688)
H (-4.056, -6.247, 3.388)
H (-4.376, -3.174, 5.413)
H (-4.898, -5.296, 6.574)
H (-3.220, -4.804, 6.872)
H (-3.575, -6.058, 5.669)



(2)
The following is a DFT calculation (the ωB97M-V functional and the def2-TZVPD basis) of a cluster of 4 separate species, C26H44N5 in total.

Computed properties:
Charge   +1
HOMO level   -12.464 eV
LUMO energy   -0.092 Ha

Atoms and positions in Å:
C (1.444, 1.633, 2.493)
C (0.158, 1.576, 1.642)
C (0.181, 0.634, 0.433)
C (-1.192, 0.668, -0.241)
C (0.727, -0.768, 0.751)
C (0.644, -1.727, -0.443)
C (0.943, -3.128, 0.037)
N (-0.191, -3.646, 0.870)
C (-0.774, -2.630, 1.810)
C (-2.168, -2.287, 1.329)
C (-3.098, -1.758, 2.221)
C (-4.355, -1.427, 1.721)
C (-4.631, -1.654, 0.374)
C (-3.635, -2.223, -0.412)
N (-2.417, -2.535, 0.044)
C (0.162, -1.435, 2.024)
H (1.182, 1.660, 3.547)
H (1.970, 2.564, 2.307)
H (2.117, 0.802, 2.323)
H (-0.660, 1.251, 2.288)
H (-0.106, 2.572, 1.301)
H (0.882, 1.061, -0.290)
H (-1.986, 0.238, 0.361)
H (-1.114, 0.190, -1.209)
H (-1.422, 1.709, -0.452)
H (1.795, -0.639, 0.916)
H (-0.339, -1.708, -0.904)
H (1.368, -1.422, -1.192)
H (1.824, -3.107, 0.675)
H (1.156, -3.818, -0.772)
H (0.187, -4.414, 1.423)
H (-0.921, -4.042, 0.272)
H (-0.898, -3.107, 2.779)
H (-2.836, -1.608, 3.258)
H (-5.097, -0.993, 2.374)
H (-5.602, -1.388, -0.003)
H (-3.836, -2.427, -1.454)
H (1.004, -1.803, 2.610)
H (-0.366, -0.744, 2.671)
C (3.292, 0.997, -2.862)
C (3.223, -0.189, -3.816)
C (2.162, -0.006, -4.910)
C (0.833, 0.135, -4.317)
N (-0.180, 0.242, -3.795)
H (2.349, 1.136, -2.328)
H (4.074, 0.839, -2.120)
H (3.514, 1.922, -3.398)
H (3.011, -1.099, -3.251)
H (4.193, -0.335, -4.288)
H (2.149, -0.866, -5.580)
H (2.372, 0.881, -5.509)
C (7.579, 1.629, -0.130)
C (8.589, 1.103, -1.144)
C (7.963, 0.820, -2.515)
C (6.914, -0.195, -2.423)
N (6.096, -0.993, -2.351)
H (6.794, 0.896, 0.065)
H (8.068, 1.847, 0.819)
H (7.108, 2.548, -0.484)
H (9.050, 0.191, -0.762)
H (9.388, 1.834, -1.275)
H (8.719, 0.464, -3.216)
H (7.525, 1.729, -2.930)
C (-9.023, 1.818, 2.919)
C (-7.601, 2.345, 2.768)
C (-7.182, 2.521, 1.303)
C (-7.224, 1.250, 0.580)
N (-7.257, 0.251, 0.022)
H (-9.131, 0.827, 2.477)
H (-9.291, 1.738, 3.972)
H (-9.742, 2.484, 2.439)
H (-6.904, 1.666, 3.264)
H (-7.514, 3.311, 3.268)
H (-6.168, 2.916, 1.236)
H (-7.847, 3.223, 0.797)



(3)
The following is a DFT calculation (the ωB97M-V functional and the def2-TZVPD basis) of the ion C28H32NO2Si with charge +1.

Computed properties:
Charge   +1
HOMO level   -9.962 eV
LUMO energy   -0.159 Ha

Atoms and positions in Å:
C (-3.109, 1.925, -0.582)
Si (-1.965, 2.065, 0.872)
C (-0.276, 1.376, 0.529)
C (-1.969, 3.763, 1.623)
O (-2.705, 1.149, 2.161)
C (-2.622, -0.075, 2.599)
C (-3.007, -0.330, 4.024)
C (-2.196, -1.153, 1.749)
C (-1.222, -2.081, 2.207)
C (-0.710, -3.025, 1.328)
C (-1.205, -3.129, 0.023)
C (-2.201, -2.252, -0.417)
C (-2.703, -1.278, 0.434)
H (-2.885, 2.758, -1.263)
H (-2.962, 0.992, -1.139)
H (-4.163, 1.993, -0.286)
H (0.198, 2.008, -0.237)
H (0.357, 1.396, 1.426)
H (-0.297, 0.346, 0.150)
H (-1.560, 4.495, 0.912)
H (-2.991, 4.073, 1.882)
H (-1.363, 3.800, 2.537)
H (-2.130, -0.791, 4.499)
H (-3.249, 0.615, 4.534)
H (-0.892, -2.021, 3.250)
H (0.071, -3.702, 1.675)
H (-0.812, -3.891, -0.652)
H (-2.610, -2.322, -1.426)
H (-3.541, -0.637, 0.139)
C (-9.227, 1.537, 0.920)
O (-8.109, 0.734, 0.468)
C (-7.224, 0.262, 1.393)
C (-7.131, 0.771, 2.708)
C (-6.147, 0.264, 3.560)
C (-5.325, -0.781, 3.164)
C (-4.176, -1.264, 4.090)
C (-4.635, -1.541, 5.497)
C (-3.824, -1.904, 6.651)
C (-2.475, -2.168, 6.883)
C (-2.082, -2.729, 8.112)
C (-3.019, -3.027, 9.117)
C (-4.379, -2.713, 8.936)
C (-4.744, -2.155, 7.721)
N (-6.040, -1.990, 7.218)
C (-7.280, -2.219, 7.927)
C (-5.965, -1.633, 5.900)
C (-5.506, -1.358, 1.904)
C (-6.366, -0.787, 0.984)
H (-9.806, 1.709, 0.013)
H (-9.838, 0.996, 1.654)
H (-8.897, 2.495, 1.339)
H (-7.812, 1.554, 3.051)
H (-6.060, 0.666, 4.572)
H (-3.863, -2.235, 3.683)
H (-1.746, -1.958, 6.105)
H (-1.033, -2.954, 8.296)
H (-2.697, -3.493, 10.049)
H (-5.133, -2.897, 9.703)
H (-7.054, -2.594, 8.928)
H (-7.849, -1.280, 8.006)
H (-7.903, -2.949, 7.386)
H (-6.866, -1.474, 5.307)
H (-4.939, -2.255, 1.631)
H (-6.406, -1.145, -0.047)



(4)
The following is a DFT calculation (the ωB97M-V functional and the def2-TZVPD basis) of an isolated molecule of C2H3FS2.

Computed properties:
HOMO level   -8.969 eV
SMILES   FCC(=S)S
LUMO energy   -0.022 Ha

Atoms and positions in Å:
C (-0.276, -0.324, 0.106)
C (0.089, 1.013, -0.244)
H (0.093, -2.535, 0.510)
H (-0.560, 1.406, -1.012)
H (0.025, 1.787, 0.563)
F (1.432, 1.023, -0.544)
S (0.974, -1.574, 0.025)
S (-1.776, -0.795, 0.594)



(5)
The following is a DFT calculation (the ωB97M-V functional and the def2-TZVPD basis) of a structure of composition C14H4Cl4F4IrO4.

Computed properties:
Charge   -1
HOMO level   -4.693 eV
LUMO energy   0.099 Ha

Atoms and positions in Å:
Ir (0.400, -0.484, -1.156)
Cl (3.282, -5.856, 1.826)
C (2.239, -4.517, 1.483)
C (1.259, -4.139, 2.386)
Cl (1.063, -5.002, 3.874)
C (0.423, -3.055, 2.101)
Cl (-0.815, -2.554, 3.196)
C (0.575, -2.343, 0.917)
O (-0.167, -1.301, 0.594)
C (1.563, -2.735, 0.000)
O (1.646, -2.030, -1.123)
C (2.389, -3.813, 0.284)
Cl (3.593, -4.246, -0.877)
F (1.314, 2.900, -4.216)
C (0.667, 3.021, -3.058)
F (1.353, 3.885, -2.291)
F (-0.532, 3.559, -3.304)
C (0.526, 1.672, -2.337)
O (1.249, 0.700, -2.690)
O (-0.292, 1.579, -1.387)
F (-4.436, -3.130, -3.762)
C (-3.349, -2.518, -3.216)
C (-3.517, -1.317, -2.564)
C (-2.403, -0.702, -2.005)
C (-1.135, -1.279, -2.099)
C (-1.007, -2.495, -2.775)
C (-2.114, -3.119, -3.337)
H (-4.503, -0.877, -2.491)
H (-2.522, 0.244, -1.492)
H (-0.032, -2.957, -2.863)
H (-2.025, -4.063, -3.859)



(6)
The following is a DFT calculation (the ωB97M-V functional and the def2-TZVPD basis) of an isolated molecule of C2HF5N2O3S.

Computed properties:
HOMO level   -11.015 eV
SMILES   O=[N+]([O-])N(OC(F)F)SC(F)(F)F
LUMO energy   -0.060 Ha

Atoms and positions in Å:
C (-2.142, -0.252, 0.122)
C (1.738, -1.229, 0.001)
N (0.566, 2.013, -0.156)
N (0.114, 0.666, -0.464)
O (-0.110, 2.670, 0.509)
O (1.667, 2.169, -0.507)
O (-1.584, 0.629, -0.633)
F (-2.017, -1.579, -0.210)
F (-1.650, -0.242, 1.460)
F (0.866, -2.164, 0.518)
F (1.979, -0.382, 0.962)
F (2.834, -1.884, -0.409)
S (0.942, -0.328, -1.426)
H (-3.203, -0.086, 0.234)



Per-record electronic energy, eV: -327817.957 -35120.665 -43013.458 -26509.556 -86574.746 -35628.800